{"formula": "C62H91NO16", "method": "wB97M-V/def2-TZVPD", "symbols": ["O", "O", "O", "O", "O", "O", "O", "O", "O", "O", "O", "O", "O", "O", "O", "O", "N", "C", "C", "C", "C", "C", "C", "C", "C", "C", "C", "C", "C", "C", "C", "C", "C", "C", "C", "C", "C", "C", "C", "C", "C", "C", "C", "C", "C", "C", "C", "C", "C", "C", "C", "C", "C", "C", "C", "C", "C", "C", "C", "C", "C", "C", "C", "C", "C", "C", "C", "C", "C", "C", "C", "C", "C", "C", "C", "C", "C", "C", "C", "H", "H", "H", "H", "H", "H", "H", "H", "H", "H", "H", "H", "H", "H", "H", "H", "H", "H", "H", "H", "H", "H", "H", "H", "H", "H", "H", "H", "H", "H", "H", "H", "H", "H", "H", "H", "H", "H", "H", "H", "H", "H", "H", "H", "H", "H", "H", "H", "H", "H", "H", "H", "H", "H", "H", "H", "H", "H", "H", "H", "H", "H", "H", "H", "H", "H", "H", "H", "H", "H", "H", "H", "H", "H", "H", "H", "H", "H", "H", "H", "H", "H", "H", "H", "H", "H", "H", "H", "H", "H", "H"], "xyz": [[-3.810, -4.181, 9.217], [0.646, -3.147, 6.081], [-0.551, 0.654, 8.055], [7.171, -2.406, -6.207], [1.969, -3.228, -4.718], [-4.909, -8.475, -3.149], [1.866, 0.760, -2.308], [-0.814, -2.157, 4.707], [-4.882, -10.420, -2.034], [-4.521, 5.028, 6.601], [-2.007, -5.500, 9.072], [0.883, 0.503, 6.351], [6.326, -3.085, -8.170], [-3.001, 3.865, 2.696], [-4.791, 4.917, 1.834], [-2.667, 3.958, 7.255], [-1.419, -4.592, -0.828], [-3.036, -4.926, 9.743], [-0.745, -3.462, -1.322], [4.651, -4.558, -7.424], [-4.480, 2.595, 6.664], [-4.414, -9.339, -2.228], [4.491, 4.250, -3.228], [4.789, 2.749, -3.115], [0.129, 2.642, -7.079], [-5.507, 6.136, 2.117], [0.953, 0.081, -4.394], [-0.248, 0.145, -0.238], [-0.090, -3.534, -2.545], [0.767, -1.093, -6.485], [2.125, -0.180, 6.074], [5.542, -0.581, -3.519], [6.325, -2.992, -6.815], [0.985, -1.114, -5.116], [2.767, -0.403, 7.435], [5.101, -3.689, -6.253], [2.112, 3.950, -6.141], [-2.092, 1.951, -0.430], [-1.692, -2.937, 6.744], [1.203, 5.357, -1.484], [0.508, 0.128, -7.091], [0.530, -2.391, -3.022], [-0.252, 5.056, -1.929], [0.496, -1.196, -2.291], [5.762, 2.279, -4.229], [0.456, 1.331, -6.380], [-2.196, -1.757, 4.754], [-1.639, -5.978, 11.345], [-3.196, -8.730, -1.555], [-3.481, 1.758, 7.459], [-1.311, -6.425, 9.927], [1.233, -2.356, -4.338], [5.135, -3.750, -8.620], [-2.555, 4.428, -1.106], [0.501, 0.267, 7.619], [0.700, 1.304, -5.000], [1.174, -0.015, -2.917], [-3.804, 4.751, 2.752], [-0.772, -2.275, -0.582], [-5.253, 6.422, 3.591], [-2.687, 2.943, -1.475], [-2.843, -2.683, 5.775], [-2.208, 2.581, 7.333], [-0.479, -2.798, 5.849], [-1.140, 4.826, -0.709], [-3.335, -7.249, -1.902], [1.545, -0.564, 8.335], [-4.077, -7.306, -3.230], [0.590, 3.890, -6.315], [-0.795, 1.376, -1.008], [-0.158, -1.117, -1.053], [4.644, -0.025, -4.625], [-3.854, 5.856, 3.783], [-3.046, -5.406, 11.180], [0.576, 2.665, -8.561], [2.181, 4.590, -2.361], [5.111, 1.316, -5.220], [3.662, 4.769, -2.026], [-3.940, 4.001, 6.836], [-3.790, 1.709, 8.504], [-3.816, -6.172, 11.286], [1.889, -1.115, 5.567], [-0.042, 2.150, -1.141], [-1.024, 1.037, -2.024], [-2.240, -0.707, 5.054], [-1.168, 5.757, -0.137], [-0.966, 2.692, -7.091], [-3.399, -7.421, -4.079], [5.164, 2.508, -2.121], [3.920, 4.391, -4.148], [1.199, -1.599, 8.367], [-3.711, 5.458, 4.779], [-1.840, 2.495, 0.480], [-3.954, -6.752, -1.154], [0.055, 3.904, -5.365], [-1.306, -2.275, 0.360], [-5.960, 5.862, 4.206], [4.619, -0.763, -5.428], [-4.703, -6.433, -3.398], [-5.121, 6.923, 1.465], [0.752, 3.703, -8.838], [1.966, 3.521, -2.296], [0.804, -2.026, -7.031], [1.458, 2.057, -8.736], [4.355, -2.936, -5.995], [-0.956, -5.184, 11.650], [3.850, 2.217, -3.285], [-4.467, 2.347, 5.601], [-1.733, -4.487, 0.124], [-0.901, -0.004, 0.620], [3.622, 0.066, -4.246], [5.668, 0.119, -2.697], [-1.674, -7.432, 9.713], [-0.671, 4.096, -0.051], [2.738, 0.433, 5.418], [-3.367, 0.739, 7.096], [0.670, 2.178, -4.366], [-0.622, 5.892, -2.520], [3.581, -4.756, -7.443], [-3.722, 2.673, -1.683], [-3.306, 4.665, -0.348], [0.308, 0.156, -8.155], [1.711, -0.191, 9.342], [6.503, -0.872, -3.941], [5.854, 1.095, -5.992], [-0.079, -4.443, -3.131], [-2.156, 2.810, -2.422], [-1.566, -6.781, 12.075], [-5.347, 7.475, 3.849], [0.228, 4.748, -6.883], [5.076, -1.489, -3.135], [-0.261, 2.334, -9.174], [-3.730, -2.258, 6.241], [3.960, 4.159, -1.172], [3.330, 0.484, 7.729], [2.596, 3.388, -6.939], [-2.393, -6.715, -1.961], [-1.559, 2.473, 8.182], [-6.562, 5.985, 1.900], [-3.219, -8.911, -0.485], [-3.243, -4.582, 11.859], [-0.916, -5.452, -0.976], [-2.837, 5.020, -1.983], [-2.840, 1.182, -0.249], [-3.133, -3.620, 5.297], [6.662, 1.861, -3.780], [-0.247, -6.380, 9.709], [5.169, -5.517, -7.391], [1.371, 6.436, -1.531], [-0.190, 4.131, -2.507], [3.446, -1.253, 7.455], [6.067, 3.171, -4.781], [5.360, -4.276, -5.377], [-1.652, 2.353, 6.425], [-1.643, -2.174, 7.525], [5.377, -4.372, -9.478], [2.386, 3.484, -5.195], [-1.740, -3.926, 7.188], [-5.493, 2.523, 7.053], [-2.629, -1.855, 3.761], [2.050, 4.974, -3.372], [3.943, 5.807, -1.841], [1.326, 5.072, -0.436], [-3.082, 6.591, 3.548], [4.411, -2.991, -8.927], [4.262, 1.811, -5.700], [-2.299, -9.172, -1.992], [2.482, 4.971, -6.083], [0.758, 0.356, 0.124], [5.429, 4.796, -3.346]], "forces_ev_per_a": [[0.1586, 0.0525, -0.1331], [0.0396, 0.0295, -0.0978], [0.2869, -0.4591, -0.0448], [0.1061, -0.0246, -0.1604], [0.1362, -0.7610, -0.3772], [-0.0139, 0.0420, 0.0436], [0.0326, 0.5598, 0.2647], [0.0228, -0.0750, -0.0580], [-0.1501, 0.0764, -0.0505], [0.0408, -0.0471, 0.3192], [0.0472, 0.0036, 0.0361], [0.0049, 0.0546, 0.0420], [0.0262, -0.0414, -0.0065], [-0.1706, -0.2953, -0.2134], [0.0100, -0.0079, 0.1536], [-0.0903, -0.0661, -0.0243], [0.1168, 0.2932, -0.2330], [-0.4030, -0.0327, 0.0767], [-0.2239, -0.3206, 0.5548], [-0.0913, -0.0255, 0.1136], [0.1918, -0.2210, 0.4181], [0.2368, -0.2874, 0.0317], [0.0905, -0.3174, 0.4936], [-0.0054, 0.1046, -0.9238], [-0.2208, -0.1911, -0.1723], [-0.2000, 0.1247, 0.0536], [-0.1361, 0.0823, 0.0933], [0.2625, 0.6045, -0.1947], [0.2921, 0.3423, -0.1050], [0.2289, 0.1870, 0.3846], [0.3146, -0.1915, -0.1845], [-0.3017, -0.2893, -0.4775], [-0.1457, 0.2017, 0.3226], [-0.1369, 0.3714, 0.0231], [-0.0160, -0.0355, 0.1130], [0.0320, -0.3543, -0.3775], [-0.4905, -0.1618, 0.4544], [0.3741, 0.8397, -1.0533], [-0.2991, -0.1256, -0.4186], [-0.4414, -0.2175, -0.0918], [-0.1424, 0.0696, -0.1676], [-0.2462, 0.2283, 0.4447], [0.9209, -0.1954, 1.0533], [0.0728, 0.2752, -0.0842], [-0.5288, 0.4178, 0.3164], [0.2608, 0.2959, 0.3182], [-0.2536, 0.0516, 0.0260], [-0.1020, 0.0073, 0.1004], [-0.2307, 0.5125, -0.0019], [-0.1081, -0.0319, -0.0698], [0.1372, -0.1006, 0.1429], [-0.1439, 0.3856, 0.0912], [-0.1291, -0.1144, -0.0446], [-0.5470, -0.3296, 0.0233], [-0.1643, -0.2779, 0.1647], [0.0566, -0.8140, -0.2796], [-0.2348, -0.6363, -0.1037], [0.4492, 0.2884, 0.1171], [0.1605, -0.0512, -0.6729], [0.0054, 0.0490, 0.0588], [0.3674, 0.0508, 0.1100], [-0.0203, 0.0305, 0.0995], [-0.2645, 0.2171, -0.1016], [0.0471, 0.1161, 0.3509], [-0.2990, 0.5759, -0.2648], [0.0573, -0.2074, 0.0817], [0.3996, 0.2295, -0.1348], [0.0766, 0.1536, 0.0105], [0.0197, -0.2831, -0.2547], [-0.3372, -0.9297, -0.2438], [-0.2765, -0.4622, 0.1733], [0.0727, 0.2255, 0.1955], [-0.4339, 0.0392, -0.1526], [0.5514, -0.0004, 0.0443], [-0.5548, 0.3038, 0.5787], [0.4650, 0.7929, 0.6966], [0.4652, -0.3914, 0.1341], [0.4394, -0.3393, -1.0161], [-0.2252, -0.0367, -0.2295], [0.0309, -0.0169, -0.0003], [-0.0718, 0.0651, 0.0008], [-0.0219, -0.0151, 0.0486], [0.0451, 0.0963, 0.2195], [-0.0282, 0.0546, -0.0753], [0.0518, -0.0039, 0.0244], [-0.0202, 0.0239, 0.0620], [-0.0516, 0.0210, 0.0147], [0.0097, -0.0271, 0.0113], [-0.0294, -0.0471, 0.0703], [0.1859, 0.2228, -0.0197], [-0.0561, 0.0124, 0.0307], [0.2735, 0.1309, -0.1084], [-0.4138, -0.2168, 0.3039], [0.0107, 0.0430, -0.0235], [0.1650, 0.2509, 0.1619], [0.0231, 0.1312, 0.0771], [0.0134, 0.0099, 0.0180], [-0.1641, 0.0077, -0.0749], [-0.1206, -0.1015, -0.0578], [0.0384, -0.0235, 0.0007], [0.2458, -0.0217, -0.1513], [-0.2042, -0.0326, -0.3286], [-0.0308, 0.0547, -0.1688], [0.0808, 0.0645, -0.1627], [0.0187, -0.0352, 0.1158], [0.0205, -0.0174, -0.0143], [-0.0603, -0.1091, 0.4726], [-0.0673, 0.0744, -0.0249], [0.0740, -0.1196, 0.0619], [0.1137, -0.2709, 0.1221], [0.0689, 0.0625, 0.0051], [0.0587, 0.0159, 0.0677], [-0.0334, 0.0128, -0.0005], [-0.0449, -0.1020, 0.0123], [-0.2033, 0.1650, -0.0268], [0.0850, 0.0184, -0.0204], [0.0566, 0.1516, -0.0936], [-0.1975, -0.2059, -0.2828], [-0.0076, 0.0744, -0.0225], [-0.1191, 0.2043, 0.0559], [0.2674, 0.0028, 0.2195], [0.0375, -0.0560, -0.0121], [-0.2101, -0.0908, 0.0689], [0.1575, 0.1225, 0.1550], [-0.0690, 0.0529, -0.1473], [0.0316, -0.0820, 0.0302], [-0.0220, -0.1766, -0.0363], [-0.0099, -0.0444, -0.0566], [0.0037, 0.0124, -0.0767], [0.0128, 0.0781, 0.0122], [0.0710, -0.0524, 0.1773], [0.2122, -0.2872, -0.2443], [0.0297, 0.0471, 0.0038], [-0.1598, 0.2316, 0.3045], [-0.0051, -0.0011, -0.0048], [0.2266, 0.2196, -0.0776], [-0.0220, 0.0385, -0.1157], [0.0824, 0.3320, 0.1266], [0.0508, -0.1289, -0.1425], [0.0707, -0.2451, -0.0367], [-0.2465, -0.0072, -0.0579], [-0.0283, -0.0499, 0.0938], [-0.0528, 0.0376, -0.0193], [0.2018, -0.2088, 0.3077], [-0.0124, 0.0109, -0.0088], [0.0709, -0.1443, -0.1445], [-0.0411, 0.0691, -0.1692], [0.0013, 0.0018, -0.0398], [0.2390, -0.0041, -0.0341], [-0.3771, 0.1327, -0.3474], [-0.0598, -0.0432, -0.0852], [0.1939, -0.0462, -0.0797], [-0.0049, 0.2289, 0.1611], [0.0095, 0.0553, -0.0189], [0.0629, -0.0460, 0.0521], [0.1385, 0.1004, -0.0301], [0.1139, -0.1734, -0.0833], [0.1784, 0.0820, 0.2017], [-0.0879, 0.1110, -0.2086], [0.1696, 0.0129, -0.0741], [-0.1967, -0.3361, -0.2577], [-0.2851, 0.0950, 0.1511], [0.0475, -0.0496, 0.0477], [0.0854, -0.0872, 0.0101], [-0.0030, 0.0129, 0.0305], [0.0176, 0.0262, -0.0828], [-0.0127, -0.0846, 0.0477], [0.0664, 0.0532, -0.2339], [-0.0072, 0.0934, 0.1816], [0.0405, 0.0464, 0.1389]], "mulliken_charge": [-0.574, -0.662, -0.604, -0.565, -0.568, -0.347, -0.608, -0.275, -0.558, -0.646, -0.355, -0.325, -0.372, -0.598, -0.378, -0.382, -0.364, 0.546, 1.156, -0.571, -0.489, 0.477, -0.878, 0.758, 0.674, -0.440, -0.011, -1.377, -1.249, -1.500, -0.322, -1.738, 0.495, 1.273, -0.591, 0.465, -0.417, -0.793, 0.001, -1.509, -0.384, 0.769, 0.609, -1.095, -1.335, 0.146, -0.169, -0.505, -0.479, -0.063, -0.437, -0.083, -0.445, -0.726, 0.465, -0.378, 1.071, 0.606, -1.495, -0.523, -0.990, -0.754, -0.149, 0.392, -0.848, 0.026, -0.344, -0.510, -0.955, 0.758, 0.513, 2.140, -0.021, -0.432, -1.988, 0.868, -0.594, -1.202, 0.554, 0.320, 0.262, 0.176, -0.513, 0.272, 0.064, 0.565, 0.453, 0.280, 0.551, 0.168, 0.166, -0.164, 0.411, 0.240, 0.181, 0.315, 0.209, 0.019, 0.316, 0.250, 0.449, -0.165, 0.552, 0.470, -0.521, 0.269, -0.663, 0.214, 0.176, 0.638, -1.378, 0.392, 0.254, 0.315, 0.360, -0.066, 0.080, 0.564, 0.342, 0.468, -0.139, 0.516, 0.391, 0.336, 0.511, 0.478, 0.223, 0.332, 0.381, 0.538, 0.471, 0.430, 0.381, 0.375, 0.298, 0.454, -0.063, 0.300, 0.346, 0.315, 0.301, 0.267, 0.517, 0.549, 0.330, 0.353, 0.332, 0.270, 0.420, -0.600, 0.322, 0.579, 0.388, 0.139, 0.257, 0.328, -0.427, 0.078, 0.364, 0.337, 0.082, 0.335, 0.380, 0.294, 0.248, -0.129, 0.295, 0.497, 0.380, 0.559], "mol_weight_g_mol": 1106.4, "total_energy_ev": -100023.503, "orbital_gap_ev": 8.25, "smiles": "CCCCCCCCCCCCCCCCc1cc(N)cc2c1C(=O)c1cc([C@H](C)CC)ccc1C2=O.O=C1CCCO1.O=C1CCCO1.O=C1CCCO1.O=C1CCCO1.O=C1CCCO1.O=C1CCCO1.O=C1CCCO1", "homo_ev": -8.60}